95
Properties=species:S:1:pos:R:3:forces:R:3:mulliken_spin:R:1 method="wB97M-V/def2-TZVPD" lumo_energy_ev="-5.764 / -8.213" multiplicity=3 relative_energy_kcal_mol=0.00 e_tot_ha=-6712.542879 total_charge=+2 orbital_gap_ev="7.004 / 4.737" s_squared=2.026
N 5.129853 -1.789381 -3.155579 0.150 -0.182 -0.060 0.00
C 4.219374 -2.735701 -2.909618 -0.323 0.641 0.286 0.00
C 2.964507 -2.443466 -2.355182 0.372 0.514 -0.093 0.00
C 2.634298 -1.093848 -2.096302 0.490 0.044 0.360 0.03
C 3.602069 -0.101467 -2.379397 0.236 -0.917 -0.233 0.00
C 4.844935 -0.516051 -2.895996 -0.923 0.199 0.403 0.00
C 1.244999 -0.735233 -1.703068 -0.042 1.158 -2.201 -0.16
Ni 0.502343 0.013838 -0.165579 0.099 -1.196 2.316 0.96
P -2.227848 1.959068 0.502311 -0.136 0.685 -0.966 0.53
C 0.725757 0.626225 -1.889309 0.983 -0.443 -2.365 0.05
C -0.311195 0.863982 -2.914897 -0.544 0.165 0.133 0.02
C -0.587367 2.188654 -3.309171 -0.222 -0.470 -0.236 0.01
C -1.631505 2.463485 -4.186435 -0.273 -0.310 -0.012 0.00
C -2.464751 1.420436 -4.642722 1.687 -0.320 1.088 0.00
C -2.136799 0.090761 -4.329254 0.256 0.393 0.187 0.00
C -1.046912 -0.184234 -3.498570 -0.239 0.437 -0.099 0.02
Br -3.977641 1.802381 -5.591936 -1.000 0.256 -0.748 0.00
H 0.548841 -1.577234 -1.869028 0.265 0.503 -0.099 -0.02
H 1.431904 1.465560 -1.851744 0.071 -0.449 -0.205 -0.02
H 2.263302 -3.259307 -2.180073 0.022 0.284 0.012 0.00
H 3.400823 0.963999 -2.269816 0.017 -0.325 0.023 0.00
H 4.492612 -3.759519 -3.169584 -0.044 0.266 0.097 0.00
H 5.605830 0.239113 -3.113491 -0.125 -0.377 -0.011 0.00
H 0.037741 3.005172 -2.939864 -0.115 -0.217 -0.161 0.00
H -0.784934 -1.223665 -3.293342 -0.177 0.336 -0.081 0.00
H -1.818143 3.489364 -4.502885 -0.054 -0.263 0.068 0.00
H -2.727549 -0.731758 -4.721297 0.032 0.176 -0.046 0.00
P 2.068916 1.009179 1.191618 0.297 0.292 0.404 0.06
C -2.942066 0.987508 -0.846953 -0.300 -0.334 0.248 0.11
C -4.096554 1.714277 -1.541297 -0.238 0.267 0.037 0.03
H -3.305361 0.022783 -0.470128 0.139 0.332 0.145 -0.01
H -2.123387 0.783147 -1.548221 0.017 0.032 0.040 0.02
H -4.527966 1.067935 -2.310803 0.074 0.059 0.130 0.00
H -4.876687 1.954085 -0.806307 0.085 0.001 -0.324 -0.01
H -3.773655 2.634599 -2.041604 -0.066 -0.308 0.121 0.00
C -1.511228 3.478085 -0.192796 0.127 0.444 0.331 0.10
C -2.529769 4.613406 -0.372014 -0.233 0.170 -0.021 0.02
H -1.025287 3.218481 -1.145602 -0.177 -0.089 0.223 0.02
H -0.736189 3.838347 0.501453 -0.329 -0.228 -0.187 0.01
H -2.026765 5.488102 -0.800649 -0.092 -0.219 0.097 0.00
H -3.353477 4.338418 -1.038812 0.197 0.145 0.223 0.00
H -2.940769 4.906333 0.602505 0.020 -0.031 -0.297 0.00
C -1.152587 1.129295 1.668494 0.320 -0.037 -0.150 0.05
C -1.941260 0.636834 2.881766 -0.179 -0.317 0.171 0.03
H -0.399496 1.870351 1.981146 -0.386 -0.299 -0.278 0.04
H -0.639624 0.263100 1.139062 -0.631 0.456 1.059 0.01
H -1.265129 0.370122 3.700101 -0.093 0.038 -0.176 0.01
H -2.621835 1.429178 3.225354 0.188 -0.309 0.023 -0.01
H -2.522941 -0.258543 2.633206 0.014 0.222 0.106 -0.01
C 1.716977 0.658442 2.985116 -0.138 -0.273 -0.004 -0.01
C 2.899983 0.610225 3.956655 0.041 0.122 0.182 0.01
H 1.169800 -0.298256 3.008587 0.145 0.355 -0.011 0.01
H 1.012497 1.429249 3.328321 0.167 -0.157 -0.062 0.00
H 3.565779 -0.245423 3.775836 -0.195 0.323 0.017 0.00
H 3.493131 1.535061 3.920056 -0.120 -0.289 0.062 0.00
H 2.508304 0.519175 4.980808 0.176 0.001 -0.288 0.00
C 1.740493 2.812173 1.006899 -0.253 0.119 0.038 0.02
C 2.772998 3.661093 0.273328 0.121 0.226 0.014 0.00
H 1.542502 3.214456 2.010534 0.081 0.091 -0.208 0.00
H 0.797656 2.861235 0.440698 0.466 -0.041 0.249 -0.01
H 3.673808 3.813698 0.878443 -0.143 -0.076 -0.221 0.00
H 3.061185 3.230651 -0.694364 -0.042 0.066 0.207 0.00
H 2.337245 4.647484 0.074852 0.177 -0.144 0.019 0.00
C 3.875655 0.849762 1.042005 0.287 0.235 0.035 0.03
C 4.467806 -0.556905 1.035337 0.174 -0.262 -0.201 0.01
H 4.279765 1.430344 1.883207 0.027 -0.076 -0.261 0.00
H 4.173380 1.367063 0.120988 -0.059 -0.078 0.203 0.00
H 5.557958 -0.477385 1.139753 -0.272 -0.083 0.037 0.00
H 4.106062 -1.201524 1.847996 0.033 0.190 -0.174 0.00
H 4.286286 -1.052501 0.072306 -0.058 0.034 0.305 0.00
N 0.746778 -1.654195 0.804177 0.512 -1.874 0.909 0.01
S 0.119546 -3.167956 1.064153 0.357 1.400 0.255 0.01
C -0.729133 -2.914482 2.631590 -0.733 -0.126 0.339 0.00
C 0.063645 -2.535351 3.725129 -0.119 -0.121 -0.239 0.00
C -0.540239 -2.248073 4.949903 0.048 -0.156 -0.318 0.00
C -1.925252 -2.387097 5.090338 -0.042 0.035 -0.102 0.00
C -2.705117 -2.808432 4.010341 0.088 0.003 -0.015 0.00
C -2.111800 -3.068307 2.770648 0.328 0.021 0.114 0.00
C -1.189489 -3.367869 -0.115498 -0.453 -0.585 -0.430 -0.01
C -2.044550 -2.315494 -0.425291 -0.078 0.175 -0.302 0.07
C -3.005993 -2.467758 -1.430679 0.278 -0.288 0.291 0.03
C -3.170158 -3.713725 -2.049590 0.129 0.201 0.170 0.00
C -2.348264 -4.787053 -1.695313 -0.079 -0.016 -0.117 0.00
C -1.335414 -4.615166 -0.755366 0.315 0.518 0.489 -0.01
H 1.762621 -1.762645 0.934921 -0.510 -0.167 -0.236 0.00
H 1.147457 -2.480482 3.607112 -0.268 0.050 0.109 0.00
H 0.085479 -1.933606 5.786444 -0.255 -0.137 -0.180 0.00
H -2.398313 -2.167422 6.049067 0.147 -0.107 -0.289 0.00
H -3.783869 -2.939290 4.121949 0.369 0.060 0.011 0.00
H -2.705300 -3.390768 1.917880 0.006 0.040 0.279 0.00
H -1.946145 -1.377984 0.125998 -0.009 -0.228 -0.209 -0.07
H -3.629961 -1.625532 -1.725984 0.067 -0.257 0.085 0.00
H -3.948838 -3.832461 -2.804656 0.271 -0.050 0.213 0.00
H -2.492105 -5.763942 -2.161958 0.087 0.350 0.125 0.00
H -0.646287 -5.419227 -0.490367 -0.292 0.107 -0.166 0.00